Entry 1:
Density functional theory data (ωB97M-V with the def2-TZVPD basis set) for a 2-piece molecular cluster, C5H11NO overall at a distorted geometry.

Each line ends with the Mulliken charge.
Cartesian coordinates (Å):
1 C 0.9334 -0.2625 -1.9966  -0.8642
2 C 0.7151 0.8839 -1.3450  0.5727
3 N -0.3945 1.6754 -1.4689  -0.6609
4 O 1.3723 1.1560 -0.1395  -0.5000
5 H 0.2629 -0.5960 -2.7689  0.2730
6 H 1.7587 -0.9073 -1.7514  0.2576
7 H -1.2995 1.0529 -1.2736  0.3124
8 H -0.4203 2.4417 -0.8096  0.3248
9 H 2.1452 0.5823 -0.0733  0.2855
10 C -1.6061 0.0985 0.7521  -1.2971
11 C -0.4847 -0.1416 1.4625  0.4987
12 C 0.2262 -1.4507 1.4741  -1.1080
13 H -2.2286 0.9374 1.0274  0.3635
14 H -2.1247 -0.7261 0.2844  0.3475
15 H -0.1080 0.6071 2.1481  0.3011
16 H 1.2998 -1.3227 1.3420  0.2362
17 H -0.1379 -2.1030 0.6874  0.3154
18 H 0.0910 -1.9254 2.4485  0.3417

Results
Relative energy (zero: lowest compared OMol25 entry of this formula, charge and spin): 62.6 kcal per mole
Net charge: 0
SMILES: C=C(N)O.C=CC
LUMO energy: 0.854 eV


Entry 2:
Density functional theory data (ωB97M-V with the def2-TZVPD basis set) for an isolated molecule of C5H11NO.

Each line ends with the Mulliken charge.
Cartesian coordinates (Å):
1 C 1.4136 0.2083 1.8736  -1.0073
2 C 1.0894 0.9593 0.5698  -0.4659
3 C -0.3830 0.7943 0.2362  0.5366
4 O -1.2094 1.4911 0.7888  -0.6441
5 N -0.7162 -0.1565 -0.6988  0.1149
6 C -2.0686 -0.1387 -1.2158  -1.0512
7 C 0.2247 -1.1828 -1.1109  -0.8846
8 H 1.4980 -0.8739 1.7246  0.2462
9 H 2.3574 0.5487 2.2719  0.3359
10 H 0.6512 0.4070 2.6055  0.3084
11 H 1.7528 0.6934 -0.2470  0.2628
12 H 1.2525 2.0253 0.7388  0.3056
13 H -2.4700 -1.1408 -1.3908  0.3774
14 H -2.7171 0.2890 -0.4564  0.3580
15 H -2.1463 0.4398 -2.1345  0.2943
16 H 1.0972 -0.7431 -1.6050  0.2946
17 H 0.6650 -1.6938 -0.2515  0.2701
18 H -0.2912 -1.9267 -1.6985  0.3483

Results
Relative energy (zero: lowest compared OMol25 entry of this formula, charge and spin): 15.0 kcal per mole
Net charge: 0
SMILES: CCC(=O)N(C)C
LUMO energy: 0.885 eV


Entry 3:
Density functional theory data (ωB97M-V with the def2-TZVPD basis set) for an isolated molecule of C5H11NO at a distorted geometry.

Each line ends with the Mulliken charge.
Cartesian coordinates (Å):
1 C 2.0444 -0.2001 0.2412  -1.0177
2 C 1.1238 -0.5253 -0.9496  -0.6546
3 C -0.2006 0.3123 -1.0068  -0.8429
4 C -0.9142 0.3692 0.3601  0.4396
5 N -1.0485 -0.9168 1.0400  -0.6438
6 C -2.2824 1.0097 0.2563  -0.2323
7 O -2.4213 2.1921 0.0790  -0.4887
8 H 3.0871 -0.1666 -0.0811  0.3198
9 H 1.8022 0.7056 0.7927  0.2802
10 H 2.0338 -0.9744 1.0036  0.2817
11 H 0.9333 -1.6021 -0.8876  0.3688
12 H 1.5929 -0.3670 -1.9151  0.4323
13 H -0.0204 1.2771 -1.4717  0.3700
14 H -0.8557 -0.1914 -1.7276  0.3488
15 H -0.3463 1.0701 0.9815  0.1407
16 H -0.3987 -1.6373 0.7525  0.2499
17 H -0.9870 -0.7344 2.0286  0.2476
18 H -3.1425 0.3793 0.5039  0.4005

Results
Relative energy (zero: lowest compared OMol25 entry of this formula, charge and spin): 32.2 kcal per mole
Net charge: 0
SMILES: CCC[C@H](N)C=O
LUMO energy: 0.935 eV


- Among the records above, which one has the lowest relative energy (zero: lowest compared OMol25 entry of this formula, charge and spin)?
  number 2